Entry from the OMol25 dataset: a molecular structure, C5H12N at a distorted geometry (ωB97M-V with the def2-TZVPD basis set).

```
! wB97M-V def2-TZVPD RIJCOSX def2/J DEFGRID3
* xyz 1 1
C 1.319 -0.131 1.191
C 2.248 -0.321 0.024
C 1.770 0.662 -1.023
C 0.433 0.022 -1.300
C -0.351 -0.170 -0.325
N -4.265 0.050 0.557
H 0.267 0.214 0.732
H 1.155 -1.051 1.724
H 1.682 0.650 1.861
H 3.226 0.072 0.318
H 2.407 -1.345 -0.293
H 1.637 1.616 -0.526
H 2.426 0.771 -1.879
H 0.267 -0.444 -2.267
H -1.401 -0.366 -0.381
H -3.304 0.009 0.382
H -4.612 -0.400 1.393
H -4.904 0.161 -0.187
*
```

Values from the calculation:
molar mass	86.16	g/mol
energy relative to the best compared isomer or geometry (same formula, charge and spin)	5.331	eV


Entry from the OMol25 dataset: a gas-phase ion, C15H17N4O6 (charge +1) at a distorted geometry (ωB97M-V with the def2-TZVPD basis set).

```
! wB97M-V def2-TZVPD RIJCOSX def2/J DEFGRID3
* xyz 1 1
C -0.652 -0.530 -4.028
N -1.121 -0.615 -2.604
C -2.140 -1.693 -2.555
C -1.578 0.709 -2.085
C -0.339 1.630 -1.840
N 0.392 1.346 -0.591
C 1.235 0.268 -0.373
O 1.335 -0.529 -1.295
C 1.813 -0.077 0.908
C 2.986 -0.843 1.036
C 3.605 -1.060 2.299
N 4.806 -1.827 2.357
O 5.333 -2.216 1.310
O 5.280 -2.000 3.483
C 2.952 -0.561 3.450
C 1.823 0.239 3.353
N 1.191 0.791 4.494
O 1.344 0.230 5.620
O 0.482 1.806 4.343
C 1.229 0.417 2.056
C -2.367 0.645 -0.761
C -3.136 1.652 -0.272
C -3.684 1.167 0.990
C -3.208 -0.099 1.164
O -2.396 -0.414 0.119
H -1.401 -0.111 -4.692
H 0.180 0.149 -4.079
H -0.365 -1.540 -4.452
H -0.305 -0.901 -2.036
H -1.871 -2.492 -3.249
H -2.227 -2.120 -1.564
H -3.153 -1.338 -2.893
H -2.232 1.158 -2.830
H 0.354 1.506 -2.673
H -0.674 2.668 -1.803
H 0.432 2.079 0.153
H 3.459 -1.206 0.099
H 3.376 -0.791 4.414
H 0.266 0.956 1.993
H -3.357 2.619 -0.673
H -4.281 1.722 1.679
H -3.384 -0.794 2.027
*
```

Values from the calculation:
molar mass	349.32	g/mol
SMILES	C[NH+](C)[C@H](CNC(=O)c1cc([N+](=O)[O-])cc([N+](=O)[O-])c1)c1ccco1


Entry from the OMol25 dataset: a molecular structure, C41H44IrN9S5 at a distorted geometry (ωB97M-V with the def2-TZVPD basis set).

```
! wB97M-V def2-TZVPD RIJCOSX def2/J DEFGRID3
* xyz 3 2
Ir -0.198 2.436 0.603
N 1.231 1.054 0.136
S 2.000 -0.173 0.242
N 1.631 -1.474 -0.748
S 0.333 -1.380 -1.550
N -0.949 -1.138 -0.785
S -2.074 -0.009 -0.434
N -1.787 1.434 -0.350
C -3.323 -0.329 -1.648
C -3.440 -1.578 -2.249
C -4.463 -1.791 -3.160
C -5.356 -0.769 -3.456
C -5.234 0.471 -2.843
C -4.216 0.699 -1.929
C -2.681 -0.756 1.060
C -3.163 0.135 2.007
C -3.743 -0.374 3.163
C -3.825 -1.744 3.358
C -3.324 -2.623 2.403
C -2.753 -2.133 1.241
C 0.596 -0.298 -3.025
C -0.351 0.708 -3.508
C -0.292 0.957 -4.944
C 0.804 0.610 -5.701
C 1.818 -0.104 -5.073
C 1.688 -0.624 -3.759
C 0.216 -2.943 -2.350
C 0.780 -4.037 -1.706
C 0.624 -5.287 -2.290
C -0.074 -5.423 -3.480
C -0.632 -4.314 -4.108
C -0.493 -3.058 -3.543
C 1.983 -1.001 1.808
C 0.814 -0.866 2.546
C 0.741 -1.489 3.781
C 1.824 -2.204 4.274
C 2.989 -2.319 3.526
C 3.074 -1.719 2.279
C 3.709 0.040 -0.142
C 4.300 1.146 0.463
C 5.637 1.406 0.216
C 6.363 0.576 -0.631
C 5.762 -0.525 -1.225
C 4.424 -0.804 -0.981
H -2.748 -2.375 -2.010
H -4.574 -2.760 -3.629
H -6.157 -0.942 -4.164
H -5.940 1.259 -3.068
H -4.107 1.657 -1.438
H -3.089 1.201 1.835
H -4.161 0.302 3.900
H -4.294 -2.135 4.252
H -3.393 -3.691 2.560
H -2.365 -2.813 0.494
H -1.368 0.560 -3.134
H -1.092 1.551 -5.374
H 0.879 0.882 -6.744
H 2.724 -0.328 -5.626
H 2.425 -1.328 -3.392
H 1.326 -3.913 -0.782
H 1.056 -6.155 -1.811
H -0.186 -6.402 -3.927
H -1.173 -4.430 -5.037
H -0.940 -2.197 -4.028
H -0.021 -0.292 2.159
H -0.172 -1.416 4.355
H 1.763 -2.678 5.245
H 3.830 -2.879 3.912
H 3.976 -1.814 1.689
H 3.714 1.797 1.101
H 6.116 2.254 0.685
H 7.406 0.789 -0.826
H 6.340 -1.175 -1.869
H 3.952 -1.673 -1.417
N -1.520 4.034 0.468
N -0.923 5.306 0.526
C 0.416 5.432 0.580
N 0.892 6.671 0.675
S 1.454 4.104 0.517
H -2.012 3.887 -0.411
H -2.185 3.945 1.239
H -1.534 6.101 0.632
H 0.306 7.490 0.697
H 1.889 6.804 0.724
C 0.120 2.170 -3.007
H 0.007 2.170 -1.925
H 1.157 2.335 -3.289
H -0.517 2.926 -3.460
S -0.708 3.100 3.008
C -0.203 2.091 4.300
N 0.923 2.276 4.977
C 1.058 1.379 6.126
C -0.264 0.581 6.073
N -0.880 1.075 4.834
H 1.545 3.036 4.762
H 1.161 1.949 7.046
H 1.930 0.736 6.013
H -0.907 0.786 6.928
H -0.088 -0.489 6.021
H -1.818 0.867 4.540
*
```

Values from the calculation:
molar mass	1015.42	g/mol
energy relative to the best compared isomer or geometry (same formula, charge and spin)	3.531	eV
⟨S²⟩	0.76


Entry from the OMol25 dataset: 2 unconnected molecules or ions with the total composition C4H6S2 at a distorted geometry (ωB97M-V with the def2-TZVPD basis set).

```
! wB97M-V def2-TZVPD RIJCOSX def2/J DEFGRID3
* xyz 0 1
C 1.826 0.488 4.763
C 0.078 0.578 -0.083
C 0.880 0.016 0.878
C -1.316 0.056 -0.465
S 0.513 1.102 5.157
S 2.493 0.642 1.229
H 0.259 1.348 -0.737
H 0.731 -0.770 1.540
H -1.479 -0.348 -1.544
H -2.057 0.881 -0.394
H -1.777 -0.872 0.047
H 2.676 -0.228 2.187
*
```

Values from the calculation:
molar mass	118.23	g/mol
energy relative to the best compared isomer or geometry (same formula, charge and spin)	3.280	eV


Entry from the OMol25 dataset: a molecular structure, C16H17Cl2O8SV at a distorted geometry (ωB97M-V with the def2-TZVPD basis set).

```
! wB97M-V def2-TZVPD RIJCOSX def2/J DEFGRID3
* xyz -1 4
V 0.434 0.363 1.227
O -0.854 -4.544 1.604
C -0.010 -3.913 2.457
O 0.015 -4.238 3.596
C 0.776 -2.825 1.642
O 0.854 -1.517 2.265
C 1.988 -1.373 3.138
C 2.048 0.135 3.595
O 2.588 0.493 4.644
O 1.416 1.007 2.844
H -1.289 -5.241 2.075
H 0.223 -2.775 0.734
H 1.789 -3.197 1.389
H 2.907 -1.498 2.615
H 1.829 -1.899 4.105
Cl -4.195 0.970 0.573
C -3.362 0.457 -0.847
C -3.714 1.037 -2.058
C -3.320 0.478 -3.240
C -2.273 -0.500 -3.221
C -1.778 -0.974 -2.012
Cl -0.556 -2.216 -1.929
C -2.316 -0.427 -0.756
S -1.715 -0.969 0.783
H -4.477 1.866 -2.127
H -3.606 0.895 -4.191
H -1.842 -0.872 -4.213
O 2.435 1.341 -0.695
C 1.920 0.301 -0.347
C 2.549 -1.067 -2.483
C 2.323 -1.031 -1.062
O 2.613 -2.001 -0.388
H 3.278 -0.263 -2.741
H 1.638 -0.919 -3.007
H 2.949 -2.070 -2.712
C -1.367 3.962 -0.557
C -0.249 3.217 0.123
C 1.137 3.721 0.186
O -0.452 2.084 0.573
H -2.238 3.435 -0.344
H -1.128 4.006 -1.555
H -1.386 4.983 -0.129
H 1.131 4.646 0.780
H 1.460 3.984 -0.855
H 1.831 2.949 0.524
*
```

Values from the calculation:
molar mass	491.22	g/mol
energy relative to the best compared isomer or geometry (same formula, charge and spin)	0.192	eV
⟨S²⟩	3.77


Entry from the OMol25 dataset: 5 unconnected molecules or ions with the total composition C28H37F5NO15S at a distorted geometry (ωB97M-V with the def2-TZVPD basis set).

```
! wB97M-V def2-TZVPD RIJCOSX def2/J DEFGRID3
* xyz 1 1
C 1.804 2.898 3.009
C 2.138 1.919 2.026
C 2.351 1.022 0.634
C 0.965 0.979 -0.294
C 0.573 2.542 -0.595
N -0.556 2.631 -1.645
C -1.829 2.377 -0.944
C -2.942 1.411 -1.630
C -3.759 0.299 -1.998
C -0.122 1.778 -2.790
S -1.010 2.084 -4.428
O -0.030 1.981 -5.656
O -1.457 3.596 -4.405
F -2.358 1.079 -4.721
C 0.101 0.170 -2.437
C 0.641 -0.711 -3.736
F -0.429 -1.128 -4.671
F 1.791 -0.019 -4.370
C 1.256 -2.134 -3.107
F 2.709 -2.072 -2.831
F 0.434 -2.667 -1.982
O 1.256 0.161 -1.477
H 1.508 3.822 3.683
H 2.570 -0.089 0.965
H 3.259 1.444 -0.016
H 0.121 0.473 0.355
H 0.272 3.161 0.355
H 1.505 3.049 -1.097
H -0.537 3.646 -1.961
H -1.576 2.016 0.166
H -2.364 3.433 -0.780
H -4.431 -0.475 -2.607
H 0.995 2.142 -3.028
H -0.787 -0.323 -1.863
H 1.124 -2.923 -3.993
C 8.331 1.004 -0.218
C 7.408 -0.111 0.230
C 6.173 -0.253 -0.607
O 5.264 -0.855 0.298
C 5.649 -0.456 1.548
O 4.993 -0.628 2.561
O 6.867 0.164 1.512
H 9.046 1.253 0.573
H 8.884 0.717 -1.118
H 7.772 1.921 -0.436
H 7.964 -1.054 0.298
H 6.328 -0.890 -1.483
H 5.750 0.705 -0.931
C -5.909 -4.884 0.473
C -5.410 -3.555 -0.059
C -4.042 -3.618 -0.666
O -3.584 -2.285 -0.512
C -4.227 -1.785 0.586
O -3.947 -0.729 1.130
O -5.224 -2.625 0.996
H -6.757 -4.733 1.150
H -6.221 -5.540 -0.345
H -5.133 -5.397 1.051
H -6.145 -3.129 -0.754
H -4.061 -3.902 -1.722
H -3.353 -4.280 -0.129
C 2.513 -3.662 1.345
C 1.590 -4.777 1.794
C 0.355 -4.919 0.956
O -0.554 -5.521 1.862
C -0.169 -5.122 3.112
O -0.826 -5.294 4.125
O 1.049 -4.502 3.075
H 3.228 -3.413 2.137
H 3.066 -3.950 0.446
H 1.954 -2.746 1.128
H 2.146 -5.721 1.862
H 0.510 -5.556 0.081
H -0.068 -3.962 0.633
C -4.961 4.689 1.945
C -3.651 4.741 2.705
C -3.150 6.131 2.960
O -1.753 5.928 3.088
C -1.457 4.823 2.338
O -0.327 4.457 2.063
O -2.597 4.184 1.936
H -5.128 3.687 1.536
H -5.801 4.952 2.594
H -4.955 5.378 1.093
H -3.731 4.161 3.632
H -3.564 6.567 3.873
H -3.321 6.819 2.125
*
```

Values from the calculation:
molar mass	754.65	g/mol


E values (in Eh) by entry order: -252.03521; -1251.79259; -4175.68216; -952.24887; -3484.47876; -3169.22439.